ORCA calculation (wB97M-V/def2-TZVPD) on C28H44N10PPm as an isolated structure in a non-equilibrium geometry.

As for the net charge: +2. The energy above the lowest of the compared OMol25 structures with the same formula, charge and spin comes out at 0.00 kcal/mol. The calculation puts the energy at -2590.1812 a.u. The HOMO-LUMO gap (spin up / spin down) comes out at 0.29835 / 0.29834 Ha. As for the spin multiplicity: 5.

Element x y z (Å)
Pm 11.9971 10.0170 12.8290
C 12.3405 7.0536 10.0844
C 10.9930 7.0535 10.7445
N 10.9047 7.5663 12.1425
C 11.1097 6.5266 13.1660
C 12.5850 6.4652 13.5580
N 13.1456 7.7927 13.9336
C 14.5831 7.6788 14.0555
C 15.3948 8.7806 14.6508
C 15.0311 10.1926 14.3071
N 14.5120 10.4881 12.9119
C 15.4171 10.0995 11.7852
C 14.7633 9.1363 10.8686
N 13.3112 9.3868 10.5431
C 12.8090 8.3809 9.5467
H 12.2973 6.2406 9.3513
H 13.0938 6.7090 10.8201
H 10.6754 6.0307 10.7738
H 10.2649 7.5215 10.1260
H 9.9172 7.8150 12.1837
H 10.6806 5.5962 12.7665
H 10.4358 6.8807 13.9724
H 13.2739 6.0563 12.7272
H 12.8285 5.7370 14.4084
H 12.7519 7.9369 14.8584
H 15.0099 7.4552 13.0525
H 14.7970 6.8090 14.6439
H 16.4076 8.6004 14.3795
H 15.4632 8.7955 15.7637
H 15.9101 10.8484 14.3718
H 14.2612 10.5195 15.0497
H 14.3613 11.4766 12.8110
H 16.3565 9.6511 12.1592
H 15.6600 10.9934 11.2321
H 14.8017 8.1162 11.1466
H 15.3272 9.1708 9.9145
H 13.2593 10.1972 10.0184
H 13.5953 8.2706 8.7648
H 11.9106 8.7987 9.0595
C 10.3223 14.9832 15.1159
N 11.1349 13.8193 15.1171
C 12.4519 13.9817 15.4275
C 13.0321 12.7983 15.0775
N 12.1542 11.8997 14.6193
C 10.9571 12.5277 14.6377
P 9.2273 12.0325 14.3192
C 9.1242 10.3383 14.9485
N 10.1810 9.5875 14.7919
C 9.8867 8.4567 15.5694
C 8.6591 8.5925 16.1622
N 8.2000 9.8389 15.7537
C 6.8784 10.4333 16.0721
C 9.1683 11.6055 12.5232
N 9.4294 10.3830 12.0887
C 8.9342 10.3228 10.7924
C 8.3950 11.5249 10.4743
N 8.5441 12.3745 11.5898
C 8.0437 13.6883 11.5717
H 10.5714 15.5211 14.1921
H 10.5027 15.6488 16.0091
H 9.2051 14.7527 15.0452
H 12.7876 14.9059 15.7105
H 14.0866 12.5640 15.2113
H 10.5993 7.6505 15.7330
H 8.0159 8.0068 16.8544
H 6.2868 9.7465 16.6550
H 6.3923 10.7031 15.1547
H 6.9092 11.3432 16.6667
H 8.8822 9.4310 10.2366
H 7.8299 11.9113 9.5912
H 7.7664 13.9374 12.6090
H 7.1805 13.6678 10.9620
H 8.8446 14.3446 11.2156
C 12.0296 14.0734 9.5436
C 11.5664 12.7638 9.1922
C 11.6088 11.8047 10.1313
C 11.9830 12.1075 11.4599
C 12.2523 13.4180 11.7983
C 12.2900 14.4479 10.8288
H 12.3114 14.7366 8.7328
H 11.3479 12.6085 8.1613
H 11.4245 10.7069 9.8381
H 12.4394 13.6121 12.8399
H 12.6844 15.4186 11.1402